No. 1
ORCA calculation (ωB97M-V/def2-TZVPD) on 2 unconnected molecules or ions with the total composition C5H12O.

```
18
Properties=species:S:1:pos:R:3
C -1.60282 1.44939 -0.47954
H 0.13538 -0.38756 -0.44999
H 2.90471 0.56554 0.83045
C -1.29825 -1.03532 0.47525
H -0.51703 1.37394 -0.63559
O 1.86328 -1.50489 -0.22267
H -0.31408 -1.35854 0.82366
H -2.09814 2.34569 -0.82634
H 1.78140 1.78292 0.20290
H 1.90640 0.08033 -1.51480
H -1.77581 -1.18339 1.44474
C -2.21701 0.39170 -0.03199
C 1.87018 0.74197 0.53552
C 1.43724 -0.20449 -0.56437
H -1.75332 -1.80389 -0.14734
H 1.71821 -2.08669 -0.97670
H -3.27686 0.24689 0.12765
H 1.23651 0.58638 1.40918
```

SMILES ... C=CC.CCO
Charge ... 0
Multiplicity ... 1



No. 2
ORCA calculation (ωB97M-V/def2-TZVPD) on 2 unconnected molecules or ions with the total composition C5H12O.

```
18
Properties=species:S:1:pos:R:3
O 1.41577 1.67202 3.08288
H -2.09970 0.48240 -1.33864
C 0.84700 -0.12688 -1.14872
C -0.13995 0.83340 -0.41943
H 0.77299 -0.18748 -2.25157
H 2.26266 2.13653 3.27068
H -1.51811 -1.86936 0.42267
H 1.91190 0.03141 -0.89105
H 0.84520 -1.54199 0.48316
H -2.07385 0.38719 0.44639
C -1.50393 0.14129 -0.47023
H -1.63380 -1.88028 -1.36130
C 0.42235 -1.44621 -0.53540
C -1.15316 -1.37808 -0.49978
H 0.09163 0.91293 0.66015
H 0.90876 2.29899 2.51888
H 0.76024 -2.32095 -1.12372
H -0.11601 1.85508 -0.84495
```

SMILES ... C1CCCC1.O
Charge ... 0
Multiplicity ... 1



No. 3
ORCA calculation (ωB97M-V/def2-TZVPD) on a single C5H12O molecule.

```
18
Properties=species:S:1:pos:R:3
H -0.70531 -2.26279 -0.56899
H 2.52473 0.96894 0.63373
C -0.25217 -0.23550 0.11144
C 2.08583 0.47194 -0.24563
H -0.89983 -2.05128 1.18809
H 1.69227 1.27366 -0.88372
H 0.03079 1.29196 -1.38640
H -0.33828 -0.31549 -2.02564
H -0.03249 1.55608 1.34851
C -1.01619 -1.56285 0.21334
C -0.63565 0.64339 1.30840
O 1.15185 -0.53811 0.11616
H -1.69318 0.92844 1.24824
H -1.62817 0.70393 -1.30914
H -0.48735 0.09893 2.24869
H 2.86930 -0.02149 -0.83487
H -2.08423 -1.35349 0.07156
C -0.58192 0.40372 -1.23377
```

SMILES ... COC(C)(C)C
Charge ... 0
Multiplicity ... 1



No. 4
ORCA calculation (ωB97M-V/def2-TZVPD) on a molecular structure, C5H12O.

```
18
Properties=species:S:1:pos:R:3
H -1.54714 0.15005 2.76574
C -0.14057 -0.25038 -0.51573
C -2.07163 0.96999 0.61311
O -1.51677 1.03758 2.36775
H -0.52756 -0.45263 -1.52669
H 1.83636 -2.29371 -0.44056
H -0.63054 1.06799 1.52694
H 1.66306 0.67459 -1.23754
H -0.42344 -1.12380 0.09262
H -2.64013 0.04203 0.64363
H -0.45385 1.94556 -0.37093
H -2.68285 1.86688 0.65174
H 3.10428 -1.34816 -1.23587
C -0.76183 1.00018 0.07470
C 2.02036 -1.45357 -1.12121
H 1.60679 -1.72455 -2.10018
C 1.38455 -0.17061 -0.59237
H 1.78092 0.06253 0.40486
```

Charge ... 0
Multiplicity ... 1



Number 1: orbital gap 10.3965 eV, calculated total energy -7423.3863 eV. Number 2: orbital gap 11.8419 eV, calculated total energy -7426.9119 eV. Number 3: orbital gap 10.5957 eV, calculated total energy -7426.6361 eV. Number 4: orbital gap 9.1905 eV, calculated total energy -7423.9724 eV.